No. 1
{
  "formula": "C22H15MoN3O7",
  "method": "ωB97M-V/def2-TZVPD",
  "species": ["Mo", "C", "O", "C", "C", "C", "C", "C", "C", "N", "N", "C", "O", "C", "C", "C", "C", "C", "C", "C", "O", "H", "H", "H", "H", "H", "H", "H", "H", "H", "H", "H", "H", "O", "C", "O", "C", "C", "C", "C", "C", "N", "C", "O", "O", "H", "H", "H"],
  "coordinates": [[0.37742, -0.09676, 0.23615], [-4.49584, -3.20902, -0.77882], [-3.37604, -2.44346, -0.37495], [-3.51150, -1.68470, 0.73591], [-4.66204, -1.58244, 1.49308], [-4.70008, -0.76434, 2.62670], [-3.59253, -0.04753, 2.99649], [-2.40921, -0.12734, 2.23770], [-1.28012, 0.64878, 2.68609], [-0.14556, 0.71895, 2.07665], [0.82502, 1.52383, 2.68056], [1.91756, 1.51376, 1.97570], [2.08130, 0.81957, 0.88460], [3.06831, 2.33052, 2.43341], [2.96036, 3.14672, 3.55732], [4.04388, 3.90353, 3.96847], [5.23937, 3.85061, 3.26235], [5.34882, 3.03834, 2.14387], [4.26557, 2.27896, 1.72824], [-2.36052, -0.95202, 1.10587], [-1.27332, -1.10398, 0.35294], [-4.18487, -3.74665, -1.66956], [-5.34778, -2.56784, -1.01931], [-4.78511, -3.92628, -0.00650], [-5.54602, -2.13769, 1.21540], [-5.61111, -0.70209, 3.20563], [-3.61157, 0.58948, 3.87125], [-1.37851, 1.21926, 3.60521], [2.02436, 3.17968, 4.09673], [3.95777, 4.53769, 4.84111], [6.08516, 4.44390, 3.58556], [6.27989, 2.99478, 1.59401], [4.33778, 1.63972, 0.85976], [2.71694, -3.36519, -0.65309], [2.08663, -2.34064, -0.65504], [1.44920, -1.80598, 0.36017], [1.97147, -1.47963, -1.90008], [2.59207, -1.67432, -3.11945], [2.40076, -0.71437, -4.10753], [1.62801, 0.41750, -3.85994], [1.05105, 0.54049, -2.61310], [1.21588, -0.40821, -1.70065], [0.23667, 1.70085, -2.07901], [-0.10588, 2.62255, -2.76507], [-0.01344, 1.55644, -0.78548], [3.20869, -2.54974, -3.26445], [2.87282, -0.83848, -5.07318], [1.48062, 1.19583, -4.59482]],
  "forces_ev_per_a": [[0.093, -0.153, -0.145], [0.009, 0.006, 0.009], [0.014, -0.011, -0.008], [-0.051, 0.008, 0.058], [0.007, -0.040, -0.051], [0.018, 0.045, 0.046], [-0.036, -0.046, -0.036], [0.045, 0.048, 0.029], [-0.039, -0.073, -0.073], [0.040, 0.091, 0.162], [-0.082, -0.084, -0.064], [0.151, 0.077, 0.037], [-0.076, 0.012, 0.010], [-0.057, -0.015, 0.019], [0.003, 0.002, 0.001], [0.004, -0.004, -0.007], [-0.001, 0.011, 0.013], [0.000, -0.009, -0.010], [0.009, 0.004, 0.003], [0.018, -0.033, -0.017], [0.021, 0.101, -0.011], [-0.003, 0.004, -0.004], [-0.005, -0.006, -0.005], [-0.002, 0.003, 0.004], [0.001, -0.003, -0.009], [0.001, 0.002, 0.001], [0.002, 0.002, 0.002], [0.015, 0.005, 0.007], [-0.003, -0.004, -0.004], [-0.002, 0.000, -0.001], [-0.001, -0.002, 0.000], [-0.002, -0.001, -0.001], [-0.001, -0.002, -0.001], [-0.003, -0.022, 0.002], [-0.051, 0.061, -0.027], [0.034, -0.003, 0.046], [0.007, -0.014, -0.005], [-0.023, 0.023, 0.022], [0.016, -0.025, -0.015], [-0.022, 0.018, 0.023], [0.018, -0.019, -0.014], [-0.067, -0.015, 0.078], [-0.001, -0.043, 0.016], [0.002, 0.007, -0.009], [-0.011, 0.098, -0.052], [0.004, 0.003, -0.013], [-0.001, 0.001, 0.000], [0.006, -0.006, -0.007]],
  "e_tot_ev": -43718.626,
  "e_lumo_ha": [-0.0364, -0.0391],
  "homo_ev": [-8.159, -8.529],
  "charge": 0,
  "s_squared": 2.02,
  "de_lowest_kj_mol": 5.17,
  "multiplicity": 3,
  "homo_lumo_gap_ev": [7.168, 7.464]
}



No. 2
{
  "formula": "C5H8O2",
  "method": "ωB97M-V/def2-TZVPD",
  "species": ["C", "C", "O", "C", "C", "O", "C", "H", "H", "H", "H", "H", "H", "H", "H"],
  "coordinates": [[-1.77344, -0.66119, 1.13991], [-0.90504, -0.63139, -0.10119], [-1.04066, 0.60636, -0.80851], [0.24386, 0.22688, -0.38216], [1.31294, 0.18131, -1.46611], [2.26806, 0.76420, -0.56542], [1.30885, 0.85449, 0.50092], [-1.53673, -1.48674, 1.81533], [-1.69863, 0.28973, 1.67707], [-2.83046, -0.77181, 0.85368], [-0.77904, -1.54468, -0.67248], [1.64540, -0.76730, -1.90738], [1.03863, 0.87447, -2.27546], [1.14032, 1.87043, 0.86196], [1.60597, 0.19523, 1.32984]],
  "forces_ev_per_a": [[0.213, -0.011, 0.041], [0.235, -0.223, 0.165], [-0.111, 0.189, -0.093], [0.192, -0.047, 0.049], [-0.108, -0.175, -0.210], [0.195, 0.098, 0.058], [-0.184, 0.248, 0.320], [0.110, 0.072, -0.069], [0.122, -0.182, -0.033], [0.361, -0.011, -0.104], [-0.995, -0.155, -0.389], [-0.064, 0.062, 0.262], [0.109, -0.140, 0.132], [0.080, 0.049, -0.062], [-0.155, 0.225, -0.066]],
  "e_tot_ev": -9406.953,
  "e_lumo_ha": 0.0357,
  "homo_ev": -9.812,
  "charge": 0,
  "smiles": "C[C@H]1OC12COC2",
  "de_lowest_kj_mol": 277.82,
  "homo_lumo_gap_ev": 10.783
}



No. 3
{
  "formula": "C3H6NO2",
  "method": "ωB97M-V/def2-TZVPD",
  "species": ["C", "C", "C", "N", "O", "O", "H", "H", "H", "H", "H", "H"],
  "coordinates": [[0.80883, -0.77814, 0.34083], [-1.40633, -0.58764, -0.37804], [-0.21180, 0.03787, -0.05827], [-0.03508, 1.39054, -0.31313], [-2.23237, 0.12579, -0.99519], [2.00967, -0.49257, 0.81155], [0.62915, -1.93560, 0.29860], [-1.48780, -1.60348, -0.25280], [-1.96222, 0.98074, -1.33586], [0.81369, 1.62597, -0.67014], [-0.14564, 1.96422, 0.56102], [2.54529, -1.11819, 1.30759]],
  "forces_ev_per_a": [[0.987, -4.717, 1.653], [2.598, 3.142, -1.039], [2.287, -0.347, 0.437], [-3.343, 1.292, 2.601], [-3.370, -1.624, -0.665], [-1.403, 2.283, -1.059], [-0.005, 2.157, 0.183], [-1.210, -2.248, 0.393], [0.948, 0.923, 0.418], [2.991, 0.584, -1.427], [-0.115, -0.610, -1.209], [-0.364, -0.835, -0.283]],
  "e_tot_ev": -8784.603,
  "e_lumo_ha": -0.2052,
  "homo_ev": -14.755,
  "charge": 1,
  "de_lowest_kj_mol": 133.01,
  "homo_lumo_gap_ev": 9.172
}



No. 4
{
  "formula": "C14H27ClN3O11",
  "method": "ωB97M-V/def2-TZVPD",
  "species": ["Cl", "O", "O", "O", "O", "O", "C", "N", "C", "H", "H", "H", "H", "H", "O", "C", "N", "C", "H", "H", "H", "H", "H", "O", "C", "N", "C", "H", "H", "H", "H", "H", "O", "C", "O", "C", "C", "C", "H", "H", "H", "H", "H", "H", "O", "C", "O", "C", "C", "C", "H", "H", "H", "H", "H", "H"],
  "coordinates": [[-0.11550, -1.25969, -0.68732], [-0.23876, -2.53160, -0.10303], [0.60995, -0.30591, 0.08295], [0.57550, -1.33605, -1.99900], [-1.43436, -0.75347, -0.92182], [4.41700, -0.41718, -3.51693], [4.37909, -1.61739, -3.33297], [5.13152, -2.45354, -4.11346], [3.62096, -2.20743, -2.13398], [5.62350, -2.03365, -4.88918], [5.01643, -3.44640, -3.96829], [4.31123, -2.84933, -1.58662], [2.80426, -2.80692, -2.53612], [3.35203, -1.47944, -1.36860], [-5.23671, 0.24654, -3.32304], [-4.78960, -0.30054, -2.28321], [-4.66453, 0.48988, -1.22435], [-4.57592, -1.80029, -2.17719], [-4.37041, 0.25247, -0.28775], [-4.72729, 1.43689, -1.56982], [-3.52757, -1.91188, -2.45394], [-5.30587, -2.15598, -2.90435], [-4.88589, -2.29201, -1.25511], [-0.65995, 1.32144, 4.55951], [-0.06039, 1.19824, 3.56519], [-0.35088, 1.78525, 2.38271], [0.93101, 0.19241, 3.47931], [-1.05980, 2.50033, 2.30390], [0.14001, 1.49743, 1.54828], [1.75095, 0.41754, 4.16131], [1.29497, 0.29166, 2.45668], [0.55110, -0.81519, 3.64811], [-4.92757, -2.83071, 1.91158], [-4.12366, -2.02301, 2.30421], [-2.91214, -2.31704, 2.44686], [-2.15102, -1.18987, 2.76274], [-3.01910, 0.00798, 2.55369], [-4.42237, -0.52379, 2.53689], [-1.26714, -0.99494, 2.15541], [-1.80425, -1.26022, 3.79371], [-2.76847, 0.69243, 1.74325], [-2.89678, 0.71463, 3.37454], [-5.16589, -0.08075, 1.87432], [-4.81215, -0.28948, 3.52748], [5.92731, 3.61828, -1.59991], [4.86950, 3.20135, -1.14749], [4.33295, 3.60712, 0.08668], [3.06663, 3.03721, 0.28954], [2.48950, 2.68941, -1.08141], [3.78431, 2.23883, -1.78529], [2.45720, 3.62588, 0.97522], [3.03176, 2.06930, 0.78958], [2.09923, 3.54840, -1.62724], [1.75134, 1.89058, -1.01009], [3.80040, 2.47756, -2.84870], [4.15411, 1.23473, -1.57760]],
  "forces_ev_per_a": [[0.178, 0.005, 1.485], [0.722, -0.176, 0.014], [0.180, -0.428, -0.034], [-0.825, 0.133, -0.201], [-0.299, 0.485, -1.326], [-0.306, 0.186, -0.122], [0.654, 0.882, 0.607], [-0.967, -0.288, 0.900], [0.989, -0.583, -0.510], [-0.124, -0.352, 0.088], [0.395, 0.186, -0.486], [-0.022, -0.465, -0.190], [-0.225, 0.042, 0.437], [-0.379, 0.328, -0.691], [1.403, -1.467, 1.343], [-2.360, 0.051, -1.938], [0.639, 0.976, 0.828], [-0.755, 0.928, -0.580], [0.051, -0.063, -0.414], [-0.063, 0.314, 0.865], [-0.158, -0.800, -0.014], [0.669, -0.402, -0.421], [0.582, 0.430, 0.386], [-2.891, 1.715, 3.985], [-0.388, -0.443, -2.187], [-0.224, 0.986, -1.041], [3.089, -1.464, -1.377], [0.143, -0.139, 0.149], [-0.204, 0.306, 0.200], [-0.048, -0.213, 0.064], [0.766, -0.867, 0.109], [-0.003, 0.205, 0.130], [-0.242, -0.063, 0.203], [-5.791, 0.802, -1.378], [4.254, -1.179, 0.170], [1.632, 1.478, 0.610], [-0.459, 2.623, 0.525], [0.194, -0.346, 0.686], [0.104, -1.119, -0.285], [-0.110, -0.115, 0.072], [0.184, -0.740, -0.740], [0.067, -0.220, 0.326], [0.311, -0.366, -0.391], [-0.348, -0.791, 0.142], [-2.657, -1.148, 1.484], [0.213, 0.548, -0.585], [1.257, -0.089, -0.675], [-1.511, -0.783, 0.063], [0.861, -0.078, -0.262], [1.261, 1.732, 0.175], [0.136, 0.716, -0.475], [1.121, -0.333, 0.409], [-0.192, 0.002, 0.151], [-0.074, 0.164, -0.083], [-0.017, -0.575, 0.029], [-0.414, -0.130, -0.225]],
  "e_tot_ev": -54460.270,
  "e_lumo_ha": [-0.0007, -0.2376],
  "homo_ev": [-9.818, -9.816],
  "charge": 0,
  "s_squared": 0.76,
  "multiplicity": 2,
  "homo_lumo_gap_ev": [9.800, 3.352]
}